Record 1
Here is a molecular structure, C42H49IrN4O8P2Te in a non-equilibrium geometry from OMol25. Energies are from ωB97M-V/def2-TZVPD.

Each line ends with the Mulliken spin population.
Element x y z (Å)
Ir  1.328  1.795  -1.316  -0.0105
O  4.814  1.127  0.264  0.0002
P  4.620  1.171  -1.344  -0.0006
O  5.744  0.475  -1.983  0.0000
O  3.180  0.741  -1.609  0.0049
O  4.650  2.774  -1.610  0.0005
P  3.521  3.567  -2.473  -0.0006
O  4.172  5.034  -2.480  -0.0003
O  3.356  3.038  -3.831  0.0010
O  2.289  3.669  -1.555  -0.0019
H  5.728  0.860  0.426  0.0000
H  4.136  5.412  -1.593  0.0001
C  -2.886  1.653  1.703  -0.0098
C  -2.868  2.882  2.579  0.0009
C  -4.050  3.283  3.203  0.0006
C  -4.095  4.340  4.095  0.0001
C  -2.927  5.025  4.397  0.0000
C  -1.747  4.672  3.769  -0.0004
C  -1.710  3.626  2.848  -0.0013
N  -0.461  3.320  2.265  0.0004
C  -0.234  3.001  0.936  -0.0037
N  -1.157  3.507  0.120  0.0022
C  -1.286  3.350  -1.269  -0.0003
C  -0.432  2.498  -1.947  0.0099
C  -0.687  2.376  -3.319  0.0002
C  -1.707  3.063  -3.955  -0.0013
C  -2.520  3.922  -3.231  0.0013
C  -2.325  4.073  -1.871  -0.0033
C  -3.209  4.990  -1.062  0.0008
N  0.833  2.327  0.576  0.0004
C  1.617  1.873  1.710  -0.0083
C  1.107  0.830  2.480  0.0025
C  1.775  0.370  3.598  0.0080
C  2.977  0.964  3.959  0.0003
C  3.458  2.031  3.224  -0.0003
C  2.782  2.527  2.108  -0.0014
C  3.254  3.783  1.442  -0.0007
H  -3.600  0.932  2.100  0.0008
H  -1.912  1.167  1.650  0.0199
H  -3.182  1.881  0.676  -0.0002
H  -4.953  2.719  2.997  -0.0001
H  -5.031  4.615  4.564  0.0000
H  -2.934  5.839  5.111  0.0000
H  -0.830  5.210  3.981  0.0000
H  0.353  3.370  2.852  0.0000
H  -1.835  4.099  0.569  -0.0001
H  -0.085  1.710  -3.908  -0.0002
H  -1.865  2.931  -5.018  0.0001
H  -3.314  4.475  -3.720  -0.0001
H  -3.934  5.478  -1.712  0.0000
H  -2.637  5.778  -0.561  -0.0001
H  -3.777  4.451  -0.294  -0.0001
H  0.175  0.368  2.177  0.0100
H  1.366  -0.452  4.172  0.0000
H  3.527  0.605  4.821  0.0001
H  4.377  2.521  3.525  0.0000
H  4.134  4.175  1.953  0.0000
H  2.467  4.543  1.448  0.0000
H  3.503  3.612  0.403  0.0003
C  1.728  -0.235  -3.985  0.0324
C  0.756  -0.630  -2.884  -0.0030
O  0.085  -1.722  -3.128  0.2394
N  0.567  -0.018  -1.755  0.0700
Te  -0.737  -1.752  -0.812  0.5186
C  -2.105  -3.444  -0.257  0.0508
C  -3.170  -3.833  -1.073  -0.0472
C  -3.359  -3.312  -2.481  0.0186
C  -4.112  -4.752  -0.598  0.0099
C  -4.032  -5.284  0.676  -0.0034
C  -5.066  -6.255  1.188  -0.0001
C  -2.975  -4.880  1.486  0.0180
C  -2.019  -3.974  1.045  0.0013
C  -0.900  -3.592  1.988  0.0787
C  0.939  -3.076  -0.796  0.0930
C  0.936  -4.230  -1.600  -0.0306
C  -0.214  -4.641  -2.480  0.0151
C  2.065  -5.043  -1.606  -0.0029
C  3.200  -4.743  -0.866  0.0077
C  4.424  -5.621  -0.914  -0.0010
C  3.181  -3.598  -0.092  -0.0025
C  2.068  -2.761  -0.041  -0.0853
C  2.165  -1.549  0.828  -0.0262
H  1.567  -0.853  -4.865  0.0039
H  2.741  -0.381  -3.615  -0.0012
H  1.661  0.816  -4.257  0.0000
H  -2.722  -2.455  -2.697  -0.0016
H  -4.398  -3.017  -2.644  -0.0003
H  -3.118  -4.087  -3.213  0.0034
H  -4.930  -5.050  -1.249  -0.0010
H  -5.768  -6.532  0.402  0.0003
H  -5.637  -5.819  2.011  -0.0002
H  -4.599  -7.167  1.564  -0.0002
H  -2.897  -5.281  2.494  0.0028
H  -1.054  -4.041  2.970  0.0016
H  -0.839  -2.508  2.111  -0.0196
H  0.068  -3.921  1.604  -0.0111
H  -0.623  -3.781  -3.007  -0.0126
H  -1.010  -5.102  -1.893  -0.0009
H  0.127  -5.364  -3.221  0.0002
H  2.059  -5.932  -2.230  0.0003
H  4.251  -6.506  -1.526  -0.0003
H  4.711  -5.947  0.087  0.0004
H  5.271  -5.075  -1.336  0.0003
H  4.060  -3.322  0.484  -0.0008
H  2.612  -1.807  1.790  -0.0014
H  1.193  -1.098  0.997  0.0678
H  2.795  -0.797  0.354  -0.0011

## Properties
**Net charge**: -1
**Spin multiplicity**: 2
**<S²>**: 0.757

Record 2
Here is a molecular structure, C42H49IrN4O8P2Te in a non-equilibrium geometry from OMol25. Energies are from ωB97M-V/def2-TZVPD.

Each line ends with the Mulliken spin population.
Element x y z (Å)
Ir  0.194  -0.501  0.081  2.6488
O  0.955  -2.184  3.554  -0.0031
P  -0.587  -2.131  3.038  0.0307
O  -1.491  -2.367  4.174  0.0051
O  -0.695  -0.890  2.167  0.0321
O  -0.589  -3.393  2.000  -0.0007
P  -1.082  -3.353  0.455  0.0464
O  -0.942  -4.912  0.087  0.0073
O  -2.458  -2.878  0.283  -0.0003
O  0.054  -2.624  -0.304  0.1739
H  0.940  -2.566  4.442  0.0004
H  -0.010  -5.163  0.067  -0.0009
C  3.948  2.446  -2.369  -0.0126
C  5.048  1.542  -2.870  0.0015
C  5.885  1.987  -3.899  -0.0001
C  6.967  1.251  -4.345  0.0003
C  7.244  0.027  -3.752  0.0000
C  6.411  -0.455  -2.756  -0.0006
C  5.312  0.281  -2.321  0.0005
N  4.516  -0.269  -1.289  0.0064
C  3.127  -0.291  -1.230  -0.0039
N  2.571  -0.185  -2.448  0.0286
C  1.225  -0.037  -2.899  -0.0743
C  0.168  0.091  -2.018  0.4000
C  -1.088  0.291  -2.606  -0.0402
C  -1.274  0.349  -3.976  0.0002
C  -0.179  0.194  -4.820  0.0108
C  1.089  0.003  -4.299  0.0012
C  2.276  -0.154  -5.224  0.0060
N  2.497  -0.438  -0.102  0.1584
C  3.323  -0.477  1.077  0.0315
C  3.951  0.681  1.529  0.0128
C  4.745  0.669  2.663  0.0018
C  4.909  -0.518  3.366  0.0141
C  4.295  -1.672  2.906  -0.0114
C  3.507  -1.682  1.753  -0.0291
C  2.911  -2.965  1.237  -0.0082
H  4.270  3.486  -2.434  0.0007
H  3.689  2.240  -1.329  0.0166
H  3.028  2.343  -2.950  -0.0008
H  5.686  2.961  -4.334  0.0000
H  7.597  1.635  -5.139  0.0000
H  8.095  -0.561  -4.075  0.0000
H  6.596  -1.424  -2.306  -0.0001
H  4.988  -0.725  -0.528  -0.0015
H  3.252  -0.216  -3.184  -0.0024
H  -1.954  0.414  -1.964  -0.0031
H  -2.265  0.502  -4.390  0.0008
H  -0.308  0.221  -5.897  0.0015
H  1.949  -0.119  -6.264  0.0006
H  2.792  -1.110  -5.077  -0.0007
H  3.019  0.644  -5.095  -0.0007
H  3.796  1.605  0.981  0.0025
H  5.217  1.585  3.003  -0.0001
H  5.508  -0.543  4.268  0.0008
H  4.423  -2.603  3.448  -0.0001
H  3.213  -3.802  1.867  -0.0006
H  3.230  -3.162  0.210  0.0023
H  1.823  -2.929  1.219  0.0156
C  -3.050  0.593  0.640  0.0528
C  -1.949  1.629  0.590  -0.0201
O  -2.321  2.879  0.684  0.3253
N  -0.679  1.350  0.470  0.4245
Te  0.021  3.652  0.861  0.6642
C  0.381  5.829  1.152  0.0402
C  -0.289  6.783  0.382  -0.0351
C  -1.436  6.446  -0.553  0.0229
C  0.086  8.129  0.470  0.0103
C  1.116  8.549  1.293  -0.0004
C  1.521  10.002  1.367  0.0002
C  1.787  7.587  2.043  0.0139
C  1.444  6.240  1.986  -0.0266
C  2.229  5.269  2.845  0.0859
C  -0.519  3.390  2.900  0.1179
C  -1.531  4.185  3.478  -0.0477
C  -2.257  5.299  2.763  0.0177
C  -1.895  3.934  4.798  -0.0037
C  -1.316  2.920  5.548  0.0065
C  -1.761  2.640  6.963  0.0002
C  -0.332  2.150  4.950  -0.0064
C  0.081  2.362  3.636  -0.0955
C  1.139  1.428  3.094  -0.0649
H  -4.024  1.076  0.586  0.0063
H  -2.957  0.035  1.572  -0.0034
H  -2.951  -0.142  -0.161  -0.0020
H  -1.537  5.379  -0.739  -0.0054
H  -1.305  6.944  -1.517  -0.0004
H  -2.388  6.788  -0.136  0.0030
H  -0.449  8.865  -0.128  -0.0012
H  0.839  10.632  0.792  0.0002
H  2.529  10.151  0.970  -0.0001
H  1.523  10.361  2.400  0.0000
H  2.605  7.895  2.692  0.0020
H  3.054  5.778  3.347  0.0030
H  2.649  4.452  2.249  -0.0209
H  1.596  4.809  3.607  -0.0126
H  -2.535  5.008  1.753  -0.0102
H  -1.640  6.197  2.708  -0.0017
H  -3.172  5.548  3.303  0.0000
H  -2.677  4.544  5.242  0.0005
H  -2.501  3.368  7.296  -0.0002
H  -0.916  2.673  7.655  0.0003
H  -2.206  1.645  7.038  0.0005
H  0.122  1.332  5.505  -0.0012
H  1.935  1.296  3.830  0.0027
H  1.586  1.787  2.172  0.0602
H  0.705  0.445  2.890  0.0334

## Properties
**Net charge**: -1
**Spin multiplicity**: 6
**<S²>**: 8.768

Record 3
Here is a molecular structure, C42H50BrN3OP2Ti in a non-equilibrium geometry from OMol25. Energies are from ωB97M-V/def2-TZVPD.

Each line ends with the Mulliken charge.
Element x y z (Å)
Ti  0.693  -0.641  -0.609  -0.9586
C  -1.175  -0.068  -4.499  -1.3792
C  -2.250  0.316  -3.483  0.5554
C  -3.405  -0.695  -3.527  -1.5042
P  -1.616  0.490  -1.745  2.0058
C  -3.197  0.968  -0.870  0.0698
C  -3.975  2.114  -1.517  -1.5228
C  -2.932  1.308  0.597  -1.2329
C  -0.697  2.081  -1.744  -1.0928
C  -0.811  3.092  -2.693  0.3164
C  -0.034  4.243  -2.631  0.4311
C  -0.191  5.344  -3.650  -1.8067
C  0.904  4.344  -1.608  -1.0035
C  1.053  3.335  -0.672  0.1850
C  0.241  2.208  -0.715  -0.9529
N  0.327  1.149  0.245  1.3344
C  0.099  1.496  1.591  -0.4742
C  -0.140  2.813  2.022  -0.9126
C  -0.335  3.120  3.356  -1.5435
C  -0.313  2.142  4.345  0.5362
C  -0.481  2.470  5.810  -1.5806
C  -0.141  0.839  3.913  -0.0832
C  0.032  0.490  2.573  -0.1300
P  0.237  -1.230  2.012  1.4466
C  1.563  -1.899  3.149  1.1169
C  2.740  -0.925  3.253  -1.6665
C  1.144  -2.367  4.545  -1.5652
C  -1.298  -2.201  2.516  0.1580
C  -2.156  -1.629  3.643  -1.6833
C  -2.174  -2.478  1.288  -1.4208
H  -1.628  -0.124  -5.493  0.5453
H  -0.732  -1.039  -4.269  0.1550
H  -0.356  0.650  -4.521  0.0176
H  -2.645  1.293  -3.767  0.4828
H  -3.131  -1.654  -3.073  0.1323
H  -3.670  -0.899  -4.567  0.5136
H  -4.301  -0.342  -3.021  0.3281
H  -3.807  0.060  -0.899  0.6555
H  -3.339  2.994  -1.638  0.2204
H  -4.810  2.400  -0.869  0.4776
H  -4.392  1.856  -2.492  0.3278
H  -2.425  2.271  0.683  0.2721
H  -2.306  0.572  1.098  -0.1922
H  -3.878  1.380  1.142  0.5947
H  -1.517  2.991  -3.512  0.2186
H  -0.787  5.013  -4.501  0.3805
H  0.780  5.674  -4.025  0.3695
H  -0.685  6.217  -3.216  0.3328
H  1.554  5.212  -1.560  0.3501
H  1.818  3.405  0.091  0.6694
H  -0.178  3.616  1.303  0.4396
H  -0.510  4.155  3.633  0.3273
H  -0.617  3.542  5.957  0.3778
H  0.394  2.165  6.390  0.3369
H  -1.349  1.962  6.238  0.3394
H  -0.151  0.056  4.658  0.3259
H  1.912  -2.783  2.615  0.1825
H  2.467  -0.052  3.849  0.3279
H  3.068  -0.584  2.273  0.2080
H  3.583  -1.420  3.747  0.4611
H  0.940  -1.533  5.217  0.2665
H  1.974  -2.929  4.984  0.4902
H  0.277  -3.028  4.542  0.3317
H  -0.892  -3.162  2.839  0.8066
H  -2.503  -0.621  3.404  0.2265
H  -1.628  -1.584  4.595  0.2958
H  -3.037  -2.263  3.785  0.5400
H  -2.395  -1.569  0.727  0.1547
H  -3.126  -2.923  1.594  0.6046
H  -1.686  -3.177  0.609  0.1300
Br  5.786  3.489  -1.809  -0.2368
C  4.323  2.319  -2.148  -0.5831
C  3.423  2.626  -3.150  -0.3622
C  2.307  1.820  -3.359  -0.8475
C  2.082  0.724  -2.537  0.4481
O  0.962  -0.007  -2.521  -0.0422
C  3.087  0.345  -1.614  -0.0038
C  2.821  -1.044  -1.168  -0.1061
N  2.522  -1.499  0.091  -0.1404
C  2.356  -2.899  0.101  -0.6198
C  3.267  -3.756  0.645  -0.1194
C  3.062  -5.158  0.625  -0.8533
C  1.961  -5.697  0.030  -1.0259
C  1.005  -4.847  -0.577  0.6796
C  -0.134  -5.325  -1.259  -1.0303
C  -0.984  -4.448  -1.845  -0.9646
C  -0.728  -3.068  -1.724  0.1574
N  0.296  -2.576  -1.090  1.5899
C  1.196  -3.451  -0.525  0.5939
C  4.192  1.153  -1.403  0.0933
H  3.573  3.513  -3.755  0.4886
H  1.579  2.084  -4.119  0.4820
H  2.903  -1.761  -1.978  0.2272
H  4.154  -3.331  1.102  0.4736
H  3.796  -5.811  1.082  0.4178
H  1.811  -6.770  0.000  0.4310
H  -0.311  -6.394  -1.318  0.4316
H  -1.860  -4.782  -2.384  0.5182
H  -1.400  -2.340  -2.153  -0.3308
H  4.952  0.869  -0.686  0.5676

Record 4
Here is a molecular structure, C42H50Cl3F5NO2P2S2ScSeSiTe from OMol25. Energies are from ωB97M-V/def2-TZVPD.

Each line ends with the Mulliken charge.
Element x y z (Å)
Sc  0.261  -0.321  0.079  0.2657
Cl  1.448  -2.961  0.233  -0.0905
C  2.749  -2.932  -0.986  -0.2984
Cl  3.217  -1.263  -1.292  0.0149
H  2.363  -3.363  -1.904  0.0022
H  3.596  -3.472  -0.581  0.5335
Cl  -3.142  1.504  -1.767  -0.1869
C  -2.269  1.877  -3.221  1.2494
C  -2.985  1.895  -4.405  -0.8218
C  -2.332  2.189  -5.592  -0.6471
C  -0.976  2.473  -5.576  -0.8812
C  -0.277  2.463  -4.378  -0.5409
C  -0.904  2.155  -3.171  -0.4215
P  0.022  2.147  -1.584  1.5177
C  -0.387  3.779  -0.882  0.4546
C  -1.072  4.767  -1.584  -1.0148
C  -1.283  6.012  -1.007  -0.7853
C  -0.789  6.288  0.260  -1.0383
C  -0.105  5.306  0.965  -0.4710
C  0.073  4.052  0.404  0.0103
C  1.738  2.368  -2.165  0.8451
C  2.492  3.503  -1.883  -0.7864
C  3.815  3.579  -2.297  -0.5788
C  4.388  2.533  -3.006  -0.8097
C  3.633  1.408  -3.307  -0.4656
C  2.317  1.321  -2.883  -0.2243
H  -4.044  1.677  -4.386  0.5450
H  -2.886  2.198  -6.522  0.4017
H  -0.454  2.706  -6.495  0.4009
H  0.778  2.696  -4.384  0.4765
H  -1.440  4.568  -2.582  0.3762
H  -1.827  6.772  -1.554  0.4119
H  -0.941  7.265  0.701  0.3780
H  0.283  5.515  1.955  0.5382
H  0.569  3.270  0.966  0.0028
H  2.060  4.328  -1.336  0.3580
H  4.396  4.461  -2.064  0.4507
H  5.420  2.599  -3.328  0.3719
H  4.061  0.585  -3.867  0.4955
H  1.742  0.435  -3.134  -0.0949
F  2.653  4.718  5.674  -0.3249
C  2.621  3.826  4.687  0.6079
C  2.479  2.479  4.967  0.3397
F  2.380  2.072  6.233  -0.3452
C  2.440  1.563  3.932  0.2530
F  2.338  0.276  4.267  -0.3700
C  2.506  1.939  2.596  0.1411
Se  2.538  0.648  1.183  -0.4559
C  2.711  3.293  2.356  -0.0461
F  2.908  3.743  1.113  -0.2892
C  2.748  4.232  3.373  0.1900
F  2.917  5.526  3.090  -0.3768
C  -2.022  3.587  3.361  -1.0679
Te  -2.646  2.621  1.561  0.5191
C  -4.027  1.290  2.503  -1.0341
H  -2.800  3.445  4.109  0.4636
H  -1.918  4.648  3.152  0.3696
H  -1.082  3.178  3.725  0.1800
H  -3.518  0.426  2.924  0.0924
H  -4.736  0.956  1.749  0.3259
H  -4.565  1.831  3.278  0.5111
C  -3.107  -1.482  -5.031  -1.3423
C  -1.621  -1.534  -5.322  1.6075
C  -1.292  -1.798  -6.774  -1.6620
O  -1.077  -2.625  -4.529  0.0577
P  0.150  -2.393  -3.541  -0.0095
S  1.802  -1.938  -4.441  -0.4620
S  -0.555  -0.990  -2.219  0.4969
O  0.267  -3.794  -2.813  -0.4007
C  -0.751  -4.800  -2.518  0.6186
C  -0.737  -5.816  -3.642  -1.5495
C  -2.132  -4.238  -2.252  -0.7316
H  -3.582  -0.706  -5.634  0.4395
H  -3.283  -1.267  -3.977  0.0571
H  -3.568  -2.440  -5.280  0.4455
H  -1.147  -0.602  -5.000  -0.3934
H  -1.745  -2.736  -7.100  0.3556
H  -0.213  -1.863  -6.909  0.3416
H  -1.680  -0.988  -7.394  0.3891
H  -0.372  -5.252  -1.600  0.3527
H  -1.068  -5.348  -4.570  0.2298
H  -1.415  -6.638  -3.405  0.4507
H  0.264  -6.219  -3.791  0.3500
H  -2.623  -3.933  -3.174  0.1385
H  -2.096  -3.391  -1.568  -0.1814
H  -2.730  -5.020  -1.781  0.6466
C  -2.153  -2.045  4.018  -1.2936
Si  -0.678  -1.276  3.149  -0.0609
C  -0.576  0.465  3.818  0.1991
C  0.833  -2.288  3.579  -1.0985
N  -0.929  -1.224  1.390  1.0121
C  -2.009  -2.057  0.981  -0.1028
C  -3.134  -1.502  0.371  0.2631
C  -4.240  -2.280  0.062  -0.7833
C  -4.253  -3.633  0.367  -0.6621
C  -3.127  -4.206  0.942  -0.9497
C  -2.011  -3.435  1.225  0.0210
H  -2.125  -1.723  5.064  0.5196
H  -2.139  -3.135  4.003  0.3345
H  -3.106  -1.723  3.593  0.3345
H  -0.132  0.455  4.817  0.4151
H  -1.586  0.869  3.904  0.4201
H  -0.003  1.147  3.188  -0.8318
H  1.006  -2.270  4.658  0.4112
H  1.732  -1.914  3.088  0.1317
H  0.687  -3.331  3.284  0.3517
H  -3.134  -0.439  0.165  -0.0316
H  -5.102  -1.819  -0.405  0.4435
H  -5.123  -4.237  0.145  0.3807
H  -3.114  -5.266  1.169  0.3980
H  -1.136  -3.891  1.675  0.3066

Relative energy (zero: lowest compared OMol25 entry of this formula, charge and spin) values, unit eV, following the record order: 2.273, 1.050, 0.345, 0.110.